# 1
C26H58B4F5N7O33Tl2 as an isolated structure in a non-equilibrium geometry, computed with ωB97M-V/def2-TZVPD.

Summary:
- HOMO level (eV) = -9.83
- spin multiplicity = 1
- orbital gap (eV) = 3.94

Positions of all 135 atoms, in Å:
Tl (-6.13, 4.76, 10.86)
Tl (-10.31, 7.45, 9.90)
B (-11.09, 7.74, 7.15)
H (-11.14, 8.74, 7.54)
H (-10.07, 7.44, 7.29)
H (-11.72, 7.01, 7.64)
H (-11.27, 7.83, 6.09)
B (-7.46, 7.64, 10.85)
H (-8.02, 8.51, 11.14)
H (-7.56, 7.56, 9.78)
H (-6.40, 7.74, 11.03)
H (-7.86, 6.81, 11.42)
B (-3.54, 3.51, 10.33)
H (-3.59, 3.44, 11.40)
H (-4.23, 2.81, 9.89)
H (-3.69, 4.50, 9.92)
H (-2.56, 3.18, 10.03)
B (-8.49, 4.97, 9.05)
H (-9.32, 5.18, 8.39)
H (-8.76, 5.35, 10.02)
H (-8.25, 3.92, 9.10)
H (-7.63, 5.50, 8.66)
C (-11.07, 11.14, 13.36)
C (-11.09, 9.94, 12.35)
O (-10.70, 8.85, 12.70)
O (-11.46, 10.10, 11.13)
H (-11.48, 10.91, 14.35)
H (-11.66, 11.91, 12.87)
H (-10.03, 11.46, 13.43)
C (-10.49, 3.43, 13.51)
C (-9.75, 4.36, 12.64)
O (-10.31, 5.28, 12.04)
O (-8.50, 4.19, 12.65)
H (-9.94, 3.15, 14.41)
H (-10.74, 2.47, 13.06)
H (-11.45, 3.79, 13.88)
C (-10.61, 14.40, 11.87)
C (-10.27, 13.34, 10.81)
O (-8.83, 13.37, 10.65)
C (-8.42, 14.50, 11.20)
O (-7.27, 14.86, 11.06)
O (-9.35, 15.12, 11.86)
F (-10.83, 13.66, 9.64)
H (-10.86, 13.91, 12.81)
H (-11.48, 15.01, 11.61)
H (-10.61, 12.37, 11.16)
C (-12.42, 7.30, 16.04)
C (-11.02, 6.83, 16.33)
O (-10.28, 7.92, 16.72)
C (-11.04, 9.04, 16.49)
O (-10.67, 10.22, 16.59)
O (-12.31, 8.71, 16.23)
F (-10.44, 6.16, 15.35)
H (-13.23, 6.85, 16.62)
H (-12.68, 7.18, 14.99)
H (-11.14, 6.15, 17.17)
C (-2.17, 8.93, 13.81)
C (-3.61, 9.46, 13.75)
O (-4.33, 8.30, 13.28)
C (-3.44, 7.44, 12.63)
O (-3.71, 6.53, 11.84)
O (-2.21, 7.95, 12.84)
F (-3.76, 10.51, 12.89)
H (-1.99, 8.40, 14.75)
H (-1.47, 9.74, 13.58)
H (-4.06, 9.73, 14.71)
C (-9.32, 5.28, 5.38)
C (-8.60, 3.97, 5.68)
O (-7.44, 4.09, 4.85)
C (-7.77, 4.97, 3.85)
O (-7.08, 5.18, 2.88)
O (-8.95, 5.49, 4.06)
F (-9.41, 3.00, 5.29)
H (-8.96, 6.03, 6.10)
H (-10.39, 5.25, 5.57)
H (-8.32, 3.81, 6.72)
C (-6.75, 8.93, 2.72)
C (-7.73, 10.13, 2.80)
O (-8.48, 9.80, 3.93)
C (-7.80, 9.00, 4.70)
O (-8.13, 8.65, 5.86)
O (-6.72, 8.50, 4.07)
F (-8.49, 10.33, 1.73)
H (-5.76, 9.13, 2.31)
H (-7.31, 8.18, 2.15)
H (-7.14, 11.04, 2.95)
C (-2.42, 3.74, 14.15)
N (-3.70, 4.57, 14.36)
O (-4.52, 4.46, 13.51)
O (-3.82, 5.35, 15.32)
H (-2.23, 3.47, 13.11)
H (-2.45, 2.77, 14.65)
H (-1.61, 4.35, 14.56)
C (-3.79, 4.19, 6.54)
N (-5.09, 3.61, 7.07)
O (-5.53, 4.17, 8.09)
O (-5.44, 2.53, 6.55)
H (-3.09, 3.37, 6.45)
H (-3.47, 5.02, 7.16)
H (-3.99, 4.54, 5.52)
C (-6.63, 10.98, 11.40)
N (-6.28, 11.90, 12.52)
O (-5.24, 12.64, 12.45)
O (-7.07, 11.91, 13.53)
H (-6.10, 10.07, 11.70)
H (-6.23, 11.53, 10.55)
H (-7.71, 10.86, 11.31)
C (-2.01, 11.38, 10.15)
N (-3.11, 10.67, 9.41)
O (-3.02, 9.46, 9.27)
O (-4.04, 11.32, 9.01)
H (-2.46, 12.19, 10.72)
H (-1.18, 11.58, 9.47)
H (-1.70, 10.66, 10.90)
C (-9.57, 11.48, 7.11)
N (-8.74, 11.04, 8.23)
O (-9.07, 9.97, 8.75)
O (-7.70, 11.63, 8.34)
H (-10.50, 10.91, 7.09)
H (-8.97, 11.23, 6.23)
H (-9.75, 12.54, 7.26)
C (-5.82, 9.01, 7.92)
N (-5.02, 7.77, 7.79)
O (-5.14, 6.93, 8.65)
O (-4.31, 7.64, 6.80)
H (-5.57, 9.55, 8.84)
H (-6.85, 8.67, 7.80)
H (-5.47, 9.53, 7.03)
C (-7.96, 8.09, 14.20)
N (-7.32, 6.82, 14.43)
O (-7.38, 6.32, 15.60)
O (-6.68, 6.35, 13.47)
H (-7.39, 8.65, 13.45)
H (-8.12, 8.71, 15.09)
H (-8.94, 7.84, 13.79)



# 2
An isolated ion of composition C2H4N5O and charge -1 in a non-equilibrium geometry, computed with ωB97M-V/def2-TZVPD.

Summary:
- HOMO level (eV) = -4.65
- spin multiplicity = 1
- total charge = -1
- orbital gap (eV) = 8.82
- energy above the lowest of the compared OMol25 structures with the same formula, charge and spin (kcal/mol) = 23.7

Positions of all 12 atoms, in Å:
C (-0.22, -0.16, -0.75)
C (-0.98, -0.41, 0.61)
N (-0.77, -0.32, -1.97)
N (1.11, 0.11, -0.78)
N (0.23, -0.05, -2.74)
N (1.32, 0.31, -2.06)
N (0.69, 0.79, 1.79)
O (-0.74, 0.63, 1.54)
H (-2.01, -0.40, 0.24)
H (-0.83, -1.48, 1.00)
H (1.10, 1.11, 0.98)
H (1.11, -0.13, 2.15)



# 3
C26H29AsBCsN11S4 as an isolated structure, computed with ωB97M-V/def2-TZVPD.

Summary:
- HOMO level (spin up / spin down) (eV) = -1.79 / -1.81
- spin multiplicity = 2
- total charge = -2
- orbital gap (spin up / spin down) (eV) = 5.56 / 5.58
- energy above the lowest of the compared OMol25 structures with the same formula, charge and spin (kcal/mol) = 12.1

Positions of all 73 atoms, in Å:
Cs (-0.45, -1.10, -2.50)
C (-1.37, 2.76, -2.50)
C (-2.00, 2.30, -1.23)
C (-3.15, 2.80, -0.59)
C (-3.30, 1.99, 0.52)
N (-2.30, 1.10, 0.52)
N (-1.50, 1.28, -0.55)
B (-1.97, 0.01, 1.56)
N (-2.09, -1.39, 0.94)
C (-1.68, -2.55, 1.50)
C (-2.11, -3.58, 0.70)
C (-2.79, -2.94, -0.36)
C (-3.40, -3.56, -1.58)
N (-2.78, -1.62, -0.20)
N (-0.54, 0.21, 2.11)
C (-0.09, 1.20, 2.91)
C (1.27, 1.08, 3.01)
C (1.58, -0.04, 2.21)
C (2.92, -0.64, 1.91)
N (0.49, -0.54, 1.66)
N (-3.04, 0.11, 2.69)
C (-4.13, -0.67, 2.81)
C (-4.90, -0.15, 3.83)
C (-4.19, 0.98, 4.27)
C (-4.54, 1.93, 5.37)
N (-3.07, 1.13, 3.58)
H (-1.85, 3.67, -2.86)
H (-0.30, 2.97, -2.37)
H (-1.46, 2.01, -3.29)
H (-3.78, 3.62, -0.89)
H (-4.04, 2.00, 1.31)
H (-1.11, -2.55, 2.41)
H (-1.94, -4.63, 0.83)
H (-3.73, -4.58, -1.37)
H (-4.26, -2.98, -1.91)
H (-2.69, -3.61, -2.40)
H (-0.78, 1.90, 3.35)
H (1.95, 1.71, 3.56)
H (3.72, -0.03, 2.33)
H (2.99, -1.65, 2.34)
H (3.06, -0.73, 0.83)
H (-4.28, -1.52, 2.17)
H (-5.84, -0.53, 4.20)
H (-5.46, 1.62, 5.86)
H (-3.75, 1.98, 6.12)
H (-4.69, 2.94, 4.97)
N (4.68, 0.68, -1.21)
C (3.80, 1.61, -0.67)
C (4.36, 2.76, -0.09)
C (3.52, 3.70, 0.45)
C (2.15, 3.48, 0.43)
C (1.70, 2.31, -0.16)
N (2.50, 1.40, -0.71)
C (4.48, -0.56, -1.82)
C (5.58, -1.14, -2.47)
C (5.41, -2.36, -3.08)
C (4.17, -2.98, -3.04)
C (3.16, -2.33, -2.36)
N (3.30, -1.16, -1.74)
H (5.64, 0.99, -1.24)
H (5.44, 2.90, -0.07)
H (3.92, 4.60, 0.90)
H (1.45, 4.18, 0.87)
H (0.64, 2.06, -0.18)
H (6.52, -0.61, -2.52)
H (6.24, -2.82, -3.61)
H (3.96, -3.91, -3.55)
H (2.17, -2.76, -2.34)
S (-1.18, -2.04, -6.98)
As (0.59, -2.32, -5.76)
S (0.29, -3.75, -4.19)
S (1.47, -0.50, -5.07)
S (1.40, -3.14, -7.58)



# 4
A single C5H11NO molecule in a non-equilibrium geometry, computed with ωB97M-V/def2-TZVPD.

Summary:
- HOMO level (eV) = -8.70
- spin multiplicity = 1
- orbital gap (eV) = 9.72
- energy above the lowest of the compared OMol25 structures with the same formula, charge and spin (kcal/mol) = 35.0
- structure (SMILES) = CC[C@H](C=O)NC

Positions of all 18 atoms, in Å:
C (-1.86, -1.92, -0.09)
C (-0.39, -1.56, -0.11)
C (-0.10, -0.08, 0.23)
C (-0.53, 0.76, -0.95)
O (0.14, 1.61, -1.46)
N (1.26, 0.13, 0.62)
C (1.51, 1.27, 1.50)
H (-2.02, -2.98, -0.33)
H (-2.26, -1.85, 0.93)
H (-2.54, -1.37, -0.71)
H (0.13, -2.25, 0.55)
H (0.01, -1.77, -1.10)
H (-0.75, 0.12, 1.09)
H (-1.53, 0.50, -1.36)
H (1.90, 0.14, -0.16)
H (0.65, 1.94, 1.59)
H (1.75, 0.91, 2.50)
H (2.32, 1.88, 1.11)



# 5
A 2-piece molecular cluster, C2H2F2O overall in a non-equilibrium geometry, computed with ωB97M-V/def2-TZVPD.

Summary:
- HOMO level (spin up / spin down) (eV) = -9.79 / -9.79
- spin multiplicity = 1
- orbital gap (spin up / spin down) (eV) = 8.89 / 8.90
- energy above the lowest of the compared OMol25 structures with the same formula, charge and spin (kcal/mol) = 84.3

Positions of all 7 atoms, in Å:
C (-2.13, 0.07, -0.28)
C (1.95, -0.27, 0.09)
O (2.82, -0.96, 0.35)
F (-3.29, -0.32, 0.38)
F (0.82, -0.13, 0.75)
H (-2.04, 1.16, -0.47)
H (1.86, 0.45, -0.81)



# 6
A 2-piece molecular cluster, C3H10NO overall in a non-equilibrium geometry, computed with ωB97M-V/def2-TZVPD.

Summary:
- HOMO level (eV) = -14.83
- spin multiplicity = 1
- total charge = +1
- orbital gap (eV) = 7.96
- energy above the lowest of the compared OMol25 structures with the same formula, charge and spin (kcal/mol) = 75.4

Positions of all 15 atoms, in Å:
C (1.39, -0.83, -2.40)
N (1.79, -1.29, -1.24)
H (2.00, 0.11, -2.60)
H (0.27, -0.63, -2.36)
H (1.08, -1.39, -0.51)
H (2.59, -0.88, -0.73)
C (-1.09, 0.95, 0.54)
O (-1.05, -0.22, -0.46)
C (-0.83, 0.56, 2.02)
H (-0.23, 1.63, 0.26)
H (-1.96, 1.57, 0.42)
H (-1.58, -0.94, -0.10)
H (-0.13, -0.31, 2.01)
H (-0.46, 1.40, 2.60)
H (-1.79, 0.28, 2.53)



spin multiplicity of number 2 (C2H4N5O)?
1



Which formula does entry 3 have?
C26H29AsBCsN11S4



Among the records above, which one has the highest spin multiplicity?
C26H29AsBCsN11S4